No. 1
The following is a quantum chemistry calculation of a molecular structure, C44H45AlN5P2 in a non-equilibrium geometry, from OMol25.

ORCA input file:
```
! RIJCOSX wB97M-V def2-TZVPD def2/J DEFGRID3
* xyz 3 1
Al -0.41653 -0.40470 -0.79604
C 0.81005 1.86736 3.28315
C 0.34327 1.45519 1.94940
P 1.18242 0.14031 1.01939
C 1.22507 -1.32351 2.05013
C 2.09089 -2.33500 1.62482
C 2.14197 -3.55459 2.31770
C 1.29633 -3.74754 3.41517
C 0.51399 -2.72410 3.80130
C 0.36159 -1.53150 3.14766
C 2.85242 0.78461 0.73353
C 3.65938 0.65589 1.86507
C 4.93168 1.21985 1.90201
C 5.34812 1.90184 0.79080
C 4.63210 2.02223 -0.36883
C 3.30831 1.54982 -0.37714
C 1.76721 3.01654 3.57043
P 1.20784 4.76554 3.95783
C 0.44488 -0.67421 -2.54036
C 1.78831 -1.05181 -2.38111
C 2.54094 -1.43884 -3.47261
C 1.91140 -1.58545 -4.71066
C 0.56396 -1.29288 -4.86064
C -0.18274 -0.80356 -3.76525
C 2.72375 5.65736 3.59528
C 3.91170 5.45493 2.87571
C 4.95812 6.29435 3.13762
C 4.79615 7.34059 4.04059
C 3.60060 7.69912 4.54718
C 2.52616 6.81782 4.44798
H 1.14897 0.96770 3.78940
H -0.06892 2.11110 3.88337
H 0.40996 2.28125 1.22837
H -0.71163 1.08598 2.06624
H 2.68984 -2.21738 0.81784
H 2.84618 -4.29587 1.99320
H 1.39870 -4.56766 4.10244
H -0.07656 -2.88180 4.72032
H -0.23758 -0.67909 3.57204
H 3.17632 0.12063 2.64239
H 5.53948 1.10127 2.77937
H 6.29167 2.31559 0.84464
H 5.02087 2.57325 -1.19770
H 2.65308 1.67181 -1.26853
H 2.60208 2.96256 2.85709
H 2.20794 2.78584 4.51716
H 2.22933 -1.18289 -1.44637
H 3.58279 -1.76720 -3.24723
H 2.45146 -2.00126 -5.57296
H -0.03061 -1.56528 -5.71818
H -1.21614 -0.52484 -3.89690
H 3.82024 4.53843 2.19302
H 5.74107 6.05121 2.42877
H 5.67308 7.93045 4.22390
H 3.44551 8.52867 5.17016
H 1.50675 7.04458 4.87524
N -1.99779 0.56844 -0.44440
C -3.06933 0.98925 -0.58622
N -4.26779 1.37085 -0.88227
C -5.20313 0.41354 -1.59298
C -6.62515 0.80316 -1.46335
C -6.77096 2.17934 -2.19784
C -5.59900 3.20582 -1.75169
C -4.83848 2.73252 -0.53651
H -4.91131 -0.56415 -1.29337
H -4.87185 0.53652 -2.63664
H -7.02149 0.90152 -0.44661
H -7.29300 0.07697 -1.99499
H -7.77348 2.64856 -1.91188
H -6.77885 2.05963 -3.28480
H -5.99772 4.14778 -1.47411
H -4.89904 3.35909 -2.56527
H -5.50662 2.55533 0.27609
H -4.01161 3.34684 -0.22869
C -1.85184 -3.83271 1.34832
C -1.84615 -2.53505 0.87058
N -1.08289 -2.16745 -0.19778
C -0.54534 -3.15136 -0.87467
C -0.69897 -4.53232 -0.53771
C -1.32006 -4.86852 0.64913
C -0.02231 -5.47853 -1.38888
C -0.22053 -5.67312 -2.67667
C -1.28188 -5.17709 -3.58069
C -1.32127 -5.51650 -4.96236
C -2.08690 -4.64334 -5.73840
N -3.01870 -3.77390 -5.20510
C -2.92852 -3.60416 -3.89893
N -2.11365 -4.21968 -3.01072
H -2.34001 -4.12452 2.24506
H -2.34100 -1.71814 1.32680
H -0.01700 -2.88909 -1.73934
H -1.33089 -5.88067 1.04259
H 0.84646 -5.92713 -0.89543
H 0.40261 -6.32806 -3.27283
H -0.58110 -6.18377 -5.42553
H -2.21154 -4.77123 -6.80580
H -3.58512 -2.89741 -3.41336
*
```

For the highest occupied orbital energy, the calculation gives -15.05 eV. The electronic energy comes out at -2901.63209 Ha. For the orbital gap, the calculation gives 5.174 eV. Its energy above the lowest of the compared OMol25 structures with the same formula, charge and spin is 3.489 eV.

***

No. 2
The following is a quantum chemistry calculation of a molecular structure, C44H45FI2N6O4TeZr in a non-equilibrium geometry, from OMol25.

ORCA input file:
```
! RIJCOSX wB97M-V def2-TZVPD def2/J DEFGRID3
* xyz 4 1
Zr 0.70917 -2.43238 0.44399
F -2.13207 3.24937 0.69367
C -2.59776 2.23388 -0.02442
C -1.75595 1.18803 -0.30718
C -2.26986 0.01786 -0.92255
C -1.44446 -1.08488 -1.01662
O -0.17443 -0.96657 -0.59276
C -1.94944 -2.32302 -1.51628
C -3.28659 -2.27470 -1.94207
N -4.06776 -1.18422 -1.90487
C -5.47393 -1.26425 -2.23749
C -5.91791 -1.93222 -3.47532
C -5.97344 -0.48630 -3.43155
C -3.60389 -0.01476 -1.23689
C -4.46200 0.99286 -0.88749
C -4.00418 2.20557 -0.27866
N -4.88064 3.25056 -0.02546
C -6.29995 3.26958 -0.01234
C -6.81888 3.97349 -1.28392
N -5.99236 5.22060 -1.60776
C -5.18642 5.80950 -0.41885
C -4.32238 4.61212 0.15095
C -1.40364 -3.69699 -1.31192
O -1.84767 -4.62215 -1.97835
O -0.32355 -3.80191 -0.50614
H -0.73824 1.16839 -0.01578
H -3.69618 -3.22167 -2.37579
H -6.17195 -1.31361 -1.37843
H -6.81215 -2.52366 -3.26080
H -5.10796 -2.34605 -4.06247
H -6.93963 -0.16404 -3.19282
H -5.17328 0.00035 -3.98584
H -5.51776 0.88665 -1.17651
H -6.58556 3.80891 0.93322
H -6.70362 2.22112 -0.01902
H -7.89946 4.30611 -1.22977
H -6.77273 3.22338 -2.10291
H -6.56006 5.99977 -2.03219
H -5.33131 5.09552 -2.39386
H -5.85830 6.30598 0.29760
H -4.46301 6.49752 -0.86571
H -4.20433 4.86484 1.21312
H -3.30459 4.66593 -0.24813
I 3.16327 -6.95614 1.95079
C 2.09315 -5.52653 2.95688
C 1.61584 -5.86581 4.16300
C 0.59681 -5.17676 4.84657
I -0.54471 -6.25695 6.23009
C 0.23416 -3.88212 4.37206
C -0.69619 -3.03824 5.05865
C -1.00007 -1.74335 4.56028
C -0.47984 -1.37673 3.33585
N 0.41889 -2.15340 2.61622
C 0.81227 -3.36981 3.16052
C 1.66039 -4.25382 2.40195
O 2.08894 -3.86314 1.19732
H 1.94919 -6.74166 4.66080
H -1.15914 -3.26186 6.03730
H -1.42005 -0.95344 5.13020
H -0.69462 -0.40779 2.86044
Te 2.57530 1.17010 1.86762
C 4.78683 1.36121 1.96114
C 5.48554 1.28348 3.18528
C 6.84451 1.02191 3.16887
C 7.52602 1.04797 1.93143
C 6.84424 1.31724 0.74595
C 5.47926 1.53762 0.79121
C 2.72444 3.19337 1.21016
C 2.16908 3.44720 -0.01667
C 2.04302 4.77535 -0.49109
C 2.43162 5.83129 0.28685
C 2.90389 5.59182 1.57109
C 3.09340 4.26237 2.04903
H 4.85581 1.20523 4.10424
H 7.37463 0.93859 4.10682
H 8.60073 0.93297 1.86449
H 7.47925 1.35980 -0.18479
H 4.94366 1.75964 -0.16232
H 1.87827 2.63256 -0.66684
H 1.56443 4.86673 -1.47302
H 2.30927 6.84747 -0.02843
H 3.14040 6.39405 2.21215
H 3.69266 3.98005 2.95580
C 3.44857 -1.29956 -3.10999
C 2.44482 -1.26908 -1.94942
N 2.47108 -2.48663 -1.11335
C 2.38339 -3.64860 -2.04846
C 3.54109 -3.67501 -3.16249
N 4.33951 -2.39433 -2.99533
C 4.95023 -2.33775 -1.57505
C 3.89189 -2.57678 -0.50792
H 4.00586 -0.32048 -3.17178
H 2.89040 -1.44056 -4.03948
H 1.41255 -1.07294 -2.24587
H 2.66738 -0.41600 -1.32076
H 1.46640 -3.49759 -2.64499
H 2.28544 -4.63161 -1.53870
H 3.07804 -3.58204 -4.20135
H 4.31295 -4.49787 -3.14533
H 5.12212 -2.40240 -3.63061
H 5.33051 -1.29535 -1.38101
H 5.75821 -3.08420 -1.51192
H 4.03717 -1.86686 0.31610
H 4.09798 -3.54935 -0.02374
*
```

For the highest occupied orbital energy, the calculation gives -15.70 eV. The electronic energy comes out at -3342.17906 Ha. For the orbital gap, the calculation gives 5.436 eV.